No. 1
{
  "formula": "C3H12N2O2",
  "method": "ωB97M-V/def2-TZVPD",
  "symbols": ["H", "N", "C", "N", "C", "C", "H", "H", "H", "H", "H", "H", "H", "O", "H", "H", "O", "H", "H"],
  "positions_angstrom": [[-1.27453, 2.63876, -0.23096], [-0.86815, 1.74651, -0.43874], [0.33142, 1.39477, -0.16807], [0.72393, 0.26678, 0.53633], [0.39081, 0.27875, 1.94618], [1.53544, 0.86633, 2.80747], [1.11586, 1.87794, -0.77417], [1.48290, -0.13827, 0.00649], [0.11848, -0.67921, 2.37696], [-0.37673, 1.04926, 2.05019], [2.47132, 0.53760, 2.33774], [1.41582, 0.51777, 3.82779], [1.56609, 1.95776, 2.86882], [-2.07170, -1.47984, -0.43913], [-1.57757, -0.63270, -0.45984], [-1.95404, -1.74267, 0.49059], [0.19179, -2.26244, -3.79737], [-0.34808, -1.48449, -3.66397], [-0.27230, -2.96403, -3.29635]],
  "forces_ev_per_angstrom": [[0.25, 0.63, -1.24], [-0.42, -1.29, 3.01], [-0.39, 0.40, -2.20], [-1.02, 1.22, -1.73], [0.90, 1.10, 0.77], [0.32, -0.40, -0.49], [0.60, 0.00, 0.54], [0.58, -0.54, 1.42], [-0.33, -0.15, -0.37], [-0.65, -0.84, -0.20], [0.06, -0.01, 0.66], [0.34, -0.21, 0.16], [-0.22, -0.08, -0.37], [0.60, 0.46, 0.64], [-0.43, -0.29, -0.13], [-0.18, -0.02, -0.54], [-0.19, -0.85, 0.38], [-0.21, 0.25, 0.07], [0.37, 0.63, -0.39]],
  "lowdin_charge": [0.04, 0.08, -0.33, -0.03, -0.25, -0.09, 0.11, 0.13, 0.10, 0.11, 0.07, 0.06, 0.07, -0.09, 0.00, 0.03, -0.07, 0.02, 0.05],
  "smiles": "[H]/N=C/NCC.O.O",
  "lumo_energy_ev": 0.73,
  "energy_ha": -381.4143,
  "gap_ha": 0.3503,
  "e_homo_ev": -8.799,
  "max_force_ev_per_a": 3.30
}

No. 2
{
  "formula": "C26H23N3O4",
  "method": "ωB97M-V/def2-TZVPD",
  "symbols": ["O", "C", "C", "C", "N", "N", "C", "O", "C", "C", "C", "C", "C", "C", "O", "C", "C", "O", "N", "C", "C", "C", "C", "C", "C", "C", "C", "C", "C", "C", "C", "C", "C", "H", "H", "H", "H", "H", "H", "H", "H", "H", "H", "H", "H", "H", "H", "H", "H", "H", "H", "H", "H", "H", "H", "H"],
  "positions_angstrom": [[0.21089, 3.68205, -0.72207], [-0.13375, 3.20546, 0.32565], [0.59590, 3.36258, 1.64652], [1.23310, 2.03768, 1.96842], [0.66594, 1.35848, 2.90575], [1.14476, 0.15522, 3.22677], [2.20385, -0.50359, 2.64978], [2.53823, -1.60282, 3.05246], [2.84005, 0.25123, 1.56923], [3.90816, -0.31263, 0.87254], [4.50032, 0.38005, -0.15792], [4.03471, 1.64788, -0.49940], [2.98695, 2.22268, 0.18339], [2.36419, 1.53108, 1.22852], [-1.25234, 2.48316, 0.49278], [-1.75298, 1.87486, -0.67885], [-0.71301, 0.82550, -1.10647], [0.37056, 0.80031, -0.55827], [-1.05670, -0.04289, -2.07433], [-2.29552, 0.01593, -2.82861], [-3.44768, -0.68138, -2.14122], [-3.40743, -2.05331, -1.91961], [-4.45031, -2.69159, -1.27221], [-5.55273, -1.96890, -0.84868], [-5.61025, -0.60590, -1.08200], [-4.56275, 0.03341, -1.72284], [-0.06074, -1.05887, -2.38600], [0.37310, -1.85689, -1.17797], [1.66517, -2.36269, -1.12812], [2.08475, -3.11780, -0.04836], [1.22250, -3.36627, 1.00497], [-0.06264, -2.85548, 0.96641], [-0.48829, -2.11163, -0.11989], [-0.12870, 3.58709, 2.42830], [1.33796, 4.15549, 1.56258], [0.64092, -0.31602, 3.97042], [4.24189, -1.29592, 1.16612], [5.32328, -0.05618, -0.70520], [4.49999, 2.18526, -1.31332], [2.62716, 3.19565, -0.10926], [-1.88564, 2.62060, -1.47242], [-2.70349, 1.41471, -0.40972], [-2.11247, -0.45753, -3.79805], [-2.55505, 1.06141, -3.01473], [-2.55745, -2.62872, -2.25418], [-4.40201, -3.75667, -1.10194], [-6.36696, -2.46724, -0.34462], [-6.47129, -0.03716, -0.76403], [-4.62048, 1.09639, -1.91165], [-0.47896, -1.72861, -3.14191], [0.82288, -0.56709, -2.81077], [2.34866, -2.15740, -1.93999], [3.09168, -3.50654, -0.02432], [1.55726, -3.93434, 1.85813], [-0.74117, -3.03395, 1.78798], [-1.49424, -1.71587, -0.13157]],
  "forces_ev_per_angstrom": [[-0.08, -0.01, -0.06], [0.24, 0.69, 0.12], [-0.08, -0.23, -0.24], [-0.20, -0.21, 0.52], [-0.26, 0.76, -0.11], [0.05, -0.38, 0.09], [-0.10, 0.02, 0.19], [0.16, -0.16, 0.03], [0.01, 0.38, -0.26], [-0.04, -0.03, 0.09], [0.00, -0.09, 0.03], [-0.03, 0.09, 0.00], [-0.02, 0.02, 0.10], [0.46, -0.54, 0.12], [-0.31, -0.13, 0.15], [0.26, 0.03, -0.15], [-0.31, 0.47, 0.13], [0.00, -0.10, -0.11], [0.21, -0.34, -0.27], [-0.25, 0.04, 0.06], [-0.09, 0.07, -0.09], [-0.07, 0.04, -0.03], [0.07, -0.08, -0.02], [-0.08, 0.04, 0.04], [-0.11, 0.00, 0.07], [0.08, -0.05, -0.09], [0.27, 0.02, 0.04], [0.04, -0.18, -0.04], [-0.17, 0.01, -0.09], [0.03, -0.09, 0.00], [0.03, -0.09, 0.03], [-0.07, -0.05, 0.03], [0.01, -0.02, -0.07], [0.08, 0.02, -0.01], [-0.09, 0.01, -0.06], [0.22, 0.07, -0.22], [0.04, -0.08, 0.02], [0.06, -0.04, -0.02], [0.02, 0.06, -0.05], [-0.06, 0.10, -0.05], [-0.07, -0.16, 0.08], [0.08, 0.06, -0.06], [0.02, 0.17, 0.08], [-0.01, -0.09, -0.08], [0.13, -0.08, -0.03], [0.00, -0.09, 0.01], [-0.07, -0.04, 0.04], [-0.08, 0.04, 0.03], [0.02, 0.12, -0.01], [-0.01, 0.12, 0.01], [-0.07, -0.13, -0.02], [0.09, 0.06, -0.08], [0.11, -0.03, 0.02], [0.04, -0.02, 0.08], [-0.05, -0.02, 0.08], [-0.04, 0.06, 0.02]],
  "lowdin_charge": [0.12, -0.50, -0.01, -0.23, 0.13, 0.09, -0.41, 0.05, -0.07, -0.01, -0.06, -0.06, -0.01, -0.11, 0.02, -0.05, -0.39, 0.12, -0.03, -0.10, -0.21, -0.05, -0.07, -0.08, -0.08, -0.06, -0.09, -0.22, -0.04, -0.09, -0.10, -0.07, -0.04, 0.13, 0.13, 0.16, 0.12, 0.10, 0.11, 0.11, 0.14, 0.13, 0.13, 0.12, 0.11, 0.11, 0.10, 0.10, 0.11, 0.13, 0.14, 0.11, 0.11, 0.10, 0.10, 0.10],
  "smiles": "O=C(Cc1n[nH]c(=O)c2ccccc12)OCC(=O)N(Cc1ccccc1)Cc1ccccc1",
  "lumo_energy_ev": 0.63,
  "energy_ha": -1469.8516,
  "gap_ha": 0.3300,
  "e_homo_ev": -8.351,
  "max_force_ev_per_a": 0.81
}